{
  "formula": "C17H22NOS",
  "method": "wB97M-V/def2-TZVPD",
  "elements": ["C", "C", "H", "C", "C", "C", "C", "C", "C", "C", "S", "C", "C", "C", "C", "C", "C", "H", "H", "O", "H", "H", "H", "H", "N", "C", "H", "H", "H", "C", "H", "H", "H", "H", "H", "H", "H", "H", "H", "H", "H", "H"],
  "coordinates": [[-1.36, 1.17, -3.80], [-0.61, 0.22, -2.88], [-0.36, -0.68, -3.44], [0.68, 0.90, -2.40], [1.52, 0.10, -1.44], [2.49, -0.77, -1.91], [3.30, -1.48, -1.04], [3.14, -1.31, 0.33], [2.18, -0.45, 0.82], [1.36, 0.24, -0.05], [0.08, 1.35, 0.54], [-0.04, 0.94, 2.27], [-0.56, -0.28, 2.67], [-0.66, -0.57, 4.02], [-0.27, 0.37, 4.97], [0.24, 1.60, 4.55], [0.35, 1.88, 3.21], [0.75, 2.83, 2.88], [0.54, 2.31, 5.30], [-0.35, 0.14, 6.29], [-0.71, -0.73, 6.48], [-1.06, -1.53, 4.34], [-0.86, -1.02, 1.94], [-1.05, 0.36, -0.87], [-1.41, -0.22, -1.68], [-1.15, -1.63, -1.36], [-0.08, -1.80, -1.28], [-1.63, -1.90, -0.42], [-1.56, -2.27, -2.15], [-2.87, 0.01, -1.75], [-3.32, -0.31, -0.82], [-3.09, 1.06, -1.90], [-3.30, -0.57, -2.57], [2.07, -0.31, 1.89], [3.78, -1.85, 1.02], [4.05, -2.15, -1.42], [2.63, -0.88, -2.97], [1.29, 1.11, -3.29], [0.43, 1.86, -1.95], [-1.61, 2.10, -3.30], [-0.71, 1.42, -4.64], [-2.26, 0.73, -4.22]],
  "mulliken_charge": [-1.82, 0.81, 0.26, -1.68, -0.10, -0.22, -0.83, -0.70, -0.65, 1.22, -0.35, -0.09, 0.03, -0.66, 0.83, -0.78, -0.32, 0.44, 0.43, -0.53, 0.29, 0.29, 0.35, -0.36, 0.62, -0.93, 0.34, 0.37, 0.43, -0.97, 0.34, 0.39, 0.39, 0.47, 0.42, 0.42, 0.47, 0.67, 0.39, 0.44, 0.43, 0.45],
  "gap_ev": 9.08,
  "total_charge": 1,
  "e_above_lowest_kcal_mol": 0.0,
  "smiles": "C[C@@H](Cc1ccccc1Sc1ccc(O)cc1)[NH+](C)C"
}

=====

{
  "formula": "C17H23BN4",
  "method": "wB97M-V/def2-TZVPD",
  "elements": ["C", "C", "C", "B", "C", "C", "N", "C", "C", "C", "C", "C", "C", "H", "H", "H", "H", "H", "H", "H", "H", "H", "H", "H", "H", "H", "H", "C", "C", "N", "H", "H", "H", "C", "C", "N", "H", "H", "H", "C", "C", "N", "H", "H", "H"],
  "coordinates": [[1.12, -4.72, 1.39], [0.87, -4.10, 0.24], [0.58, -3.13, -1.03], [0.96, -1.57, -0.58], [2.51, -1.11, -0.72], [2.86, 0.34, -0.11], [3.00, 0.20, 1.38], [-0.28, -0.67, -0.05], [-1.19, -1.33, 1.10], [-2.47, -0.64, 1.72], [-2.85, 0.79, 1.14], [-1.98, 1.50, 0.04], [-0.69, 0.76, -0.57], [1.32, -4.95, 2.51], [1.20, -3.42, -1.95], [-0.56, -3.17, -1.24], [2.89, -1.21, -1.81], [3.13, -1.88, -0.09], [2.16, 1.19, -0.45], [3.92, 0.62, -0.52], [2.83, 1.14, 1.78], [4.00, -0.03, 1.61], [-0.93, -2.39, 1.52], [-3.10, -1.17, 2.51], [-3.79, 1.29, 1.57], [-2.33, 2.54, -0.31], [-0.06, 1.29, -1.39], [6.48, -3.23, 1.02], [6.02, -1.84, 1.13], [5.66, -0.75, 1.21], [7.40, -3.39, 1.58], [5.73, -3.93, 1.42], [6.67, -3.51, -0.01], [-7.23, 2.50, 0.34], [-6.57, 2.94, 1.57], [-6.05, 3.29, 2.54], [-7.50, 3.34, -0.30], [-6.58, 1.84, -0.25], [-8.15, 1.94, 0.55], [-1.05, 4.27, -3.07], [-2.43, 3.76, -3.09], [-3.51, 3.36, -3.10], [-0.40, 3.64, -2.47], [-0.63, 4.31, -4.08], [-1.00, 5.28, -2.66]],
  "mulliken_charge": [-0.35, -0.28, -0.28, 0.09, -0.48, -0.33, -0.63, 0.54, -0.24, -0.51, -0.35, -0.35, -0.27, 0.31, 0.32, 0.25, 0.33, 0.03, 0.27, 0.32, 0.23, 0.34, 0.09, 0.32, 0.31, 0.20, 0.17, -0.90, 0.44, -0.50, 0.34, 0.26, 0.27, -0.75, 0.33, -0.38, 0.26, 0.28, 0.27, -0.63, 0.35, -0.38, 0.12, 0.30, 0.27],
  "gap_ev": 8.36,
  "e_above_lowest_kcal_mol": 196.9,
  "smiles": "C#CCB(CCN)c1ccccc1.CC#N.CC#N.CC#N"
}

=====

{
  "formula": "C17H23Cl3O4PtS",
  "method": "wB97M-V/def2-TZVPD",
  "elements": ["C", "C", "C", "C", "C", "C", "C", "C", "C", "C", "Pt", "Cl", "Cl", "Cl", "H", "H", "H", "H", "H", "H", "H", "H", "H", "H", "H", "H", "H", "H", "H", "O", "H", "C", "C", "C", "C", "C", "C", "C", "S", "O", "O", "O", "H", "H", "H", "H", "H", "H", "H"],
  "coordinates": [[-2.75, 1.17, -1.65], [-2.17, 2.32, -2.17], [-1.86, 3.21, -1.10], [-1.94, 2.63, -3.60], [-2.28, 2.63, 0.10], [-2.67, 1.21, -0.16], [-3.76, 0.68, 0.68], [-3.42, 0.15, -2.47], [-1.21, 4.53, -1.26], [-2.41, 3.33, 1.39], [-0.78, 0.21, 0.12], [0.27, 0.16, -2.51], [-1.31, -1.92, -0.68], [0.34, 2.06, 0.83], [-1.91, 1.72, -4.20], [-0.98, 3.14, -3.73], [-2.72, 3.29, -4.00], [-0.32, 4.45, -1.91], [-0.89, 4.93, -0.30], [-1.89, 5.25, -1.73], [-1.47, 3.78, 1.71], [-2.72, 2.63, 2.17], [-3.16, 4.13, 1.33], [-3.46, 0.73, 1.73], [-3.92, -0.37, 0.48], [-4.70, 1.21, 0.54], [-2.74, -0.21, -3.26], [-4.31, 0.57, -2.97], [-3.74, -0.70, -1.87], [-2.76, -1.86, 0.57], [-2.37, -2.41, 1.29], [5.54, -5.36, 1.67], [4.69, -4.14, 1.58], [5.23, -2.90, 1.93], [4.46, -1.73, 1.84], [3.13, -1.82, 1.41], [2.58, -3.05, 1.04], [3.36, -4.20, 1.14], [2.19, -0.30, 1.27], [2.23, 0.27, 2.60], [2.84, 0.38, 0.19], [0.81, -0.88, 0.94], [6.41, -5.29, 1.01], [5.92, -5.51, 2.69], [4.97, -6.25, 1.38], [6.27, -2.85, 2.27], [4.89, -0.77, 2.12], [1.55, -3.08, 0.70], [2.94, -5.17, 0.88]],
  "mulliken_charge": [0.23, 0.44, 1.88, -1.86, -1.44, 3.21, -1.93, -2.02, -1.97, -1.70, 0.98, -0.56, -0.44, -0.62, 0.35, 0.35, 0.32, 0.36, 0.36, 0.31, 0.37, 0.33, 0.32, 0.43, 0.45, 0.28, 0.40, 0.31, 0.35, -0.52, 0.20, -1.38, 1.05, -0.68, -0.76, 0.10, -0.22, -0.68, 0.97, -0.62, -0.56, -0.67, 0.30, 0.30, 0.34, 0.28, 0.34, 0.48, 0.24],
  "gap_ev": [3.71, 6.26],
  "total_charge": -2,
  "spin_multiplicity": 5
}

=====

{
  "formula": "C17H23ClN3O6",
  "method": "wB97M-V/def2-TZVPD",
  "elements": ["Cl", "O", "O", "O", "O", "N", "C", "C", "C", "C", "C", "H", "H", "H", "H", "H", "N", "C", "C", "C", "C", "C", "H", "H", "H", "H", "H", "N", "C", "C", "C", "C", "C", "H", "H", "H", "H", "H", "C", "O", "H", "H", "H", "H", "C", "O", "H", "H", "H", "H"],
  "coordinates": [[0.71, -0.09, 0.78], [1.39, -1.17, 0.13], [1.35, 1.17, 0.48], [-0.66, -0.01, 0.35], [0.75, -0.38, 2.17], [-3.59, -3.24, -2.49], [-4.09, -2.09, -2.08], [-3.27, -0.95, -2.03], [-1.93, -1.04, -2.32], [-1.41, -2.29, -2.66], [-2.29, -3.35, -2.70], [-5.13, -2.02, -1.78], [-3.65, -0.01, -1.62], [-1.27, -0.18, -2.26], [-0.37, -2.48, -2.89], [-1.90, -4.33, -2.93], [-4.23, 3.13, -0.55], [-3.00, 2.79, -0.15], [-1.92, 3.66, -0.18], [-2.05, 4.80, -0.95], [-3.29, 5.13, -1.50], [-4.36, 4.31, -1.16], [-2.91, 1.88, 0.43], [-0.96, 3.46, 0.27], [-1.22, 5.45, -1.22], [-3.43, 6.02, -2.08], [-5.36, 4.65, -1.39], [5.49, -2.14, -0.32], [6.31, -1.91, -1.34], [6.35, -0.73, -2.09], [5.52, 0.30, -1.69], [4.58, 0.06, -0.68], [4.62, -1.13, -0.03], [6.86, -2.78, -1.68], [7.09, -0.52, -2.85], [5.68, 1.32, -2.01], [3.81, 0.79, -0.44], [4.04, -1.22, 0.88], [0.87, 1.11, 6.04], [0.62, -0.14, 5.39], [0.61, 1.89, 5.32], [0.24, 1.13, 6.93], [1.92, 1.25, 6.34], [0.68, 0.05, 4.45], [-1.44, -3.59, 1.23], [-0.67, -3.06, 2.33], [-0.85, -3.60, 0.31], [-1.82, -4.59, 1.42], [-2.27, -2.92, 0.99], [-0.17, -2.39, 1.83]],
  "mulliken_charge": [1.54, -0.63, -0.74, -0.50, -0.63, -0.64, -0.33, -0.10, -0.15, -0.39, -0.17, 0.37, 0.31, 0.33, 0.37, 0.35, -0.57, -0.14, -0.45, -0.27, -0.29, -0.28, 0.52, 0.41, 0.36, 0.36, 0.35, -0.56, -0.24, -0.33, -0.40, -0.12, -0.26, 0.35, 0.35, 0.34, 0.39, 0.47, -0.52, -0.48, 0.24, 0.20, 0.21, 0.37, -0.46, -0.53, 0.14, 0.33, 0.20, 0.29],
  "gap_ev": 9.58,
  "total_charge": -1,
  "e_above_lowest_kcal_mol": 0.0
}

=====

{
  "formula": "C17H23ClO4",
  "method": "wB97M-V/def2-TZVPD",
  "elements": ["C", "C", "H", "H", "O", "C", "O", "C", "C", "O", "H", "H", "C", "C", "C", "C", "C", "C", "O", "C", "C", "C", "C", "C", "C", "H", "H", "Cl", "H", "H", "H", "H", "H", "H", "H", "H", "H", "H", "H", "H", "H", "H", "H", "H", "H"],
  "coordinates": [[-2.97, -2.49, 1.19], [-1.75, -1.64, 1.51], [-1.32, -1.90, 2.49], [-1.99, -0.58, 1.50], [-0.75, -1.89, 0.51], [0.46, -1.40, 0.74], [0.75, -0.76, 1.71], [1.45, -1.79, -0.34], [1.13, -2.97, -1.18], [0.97, -1.67, -1.66], [0.21, -3.52, -1.00], [1.95, -3.53, -1.60], [2.89, -1.42, -0.05], [3.45, -0.36, -1.01], [2.68, 0.95, -0.99], [2.78, 1.70, 0.34], [1.91, 2.96, 0.36], [0.44, 2.66, 0.63], [-0.10, 1.98, -0.49], [-1.37, 1.52, -0.44], [-2.30, 1.84, 0.55], [-3.59, 1.33, 0.49], [-3.95, 0.51, -0.56], [-3.04, 0.17, -1.55], [-1.76, 0.68, -1.49], [-1.03, 0.42, -2.24], [-3.33, -0.48, -2.36], [-5.56, -0.13, -0.63], [-4.30, 1.58, 1.25], [-2.03, 2.48, 1.37], [-0.10, 3.60, 0.79], [0.34, 2.03, 1.52], [2.25, 3.62, 1.16], [2.00, 3.49, -0.59], [3.83, 1.99, 0.50], [2.48, 1.06, 1.16], [3.06, 1.59, -1.79], [1.63, 0.75, -1.21], [3.42, -0.76, -2.03], [4.50, -0.18, -0.75], [3.51, -2.32, -0.12], [2.94, -1.06, 0.97], [-3.74, -2.29, 1.92], [-2.71, -3.54, 1.21], [-3.34, -2.24, 0.20]],
  "mulliken_charge": [-1.34, 0.06, 0.42, 0.05, -0.21, 0.08, -0.68, 1.43, -0.76, -0.46, 0.27, 0.31, -1.00, -1.03, -0.06, -0.38, -1.23, -0.48, -0.30, 0.39, -0.37, -0.71, 0.23, -0.62, -0.14, 0.39, 0.41, -0.22, 0.42, 0.37, 0.42, 0.43, 0.44, 0.33, 0.38, 0.13, 0.49, -0.18, 0.38, 0.48, 0.40, 0.44, 0.39, 0.37, 0.25],
  "gap_ev": 9.29,
  "e_above_lowest_kcal_mol": 0.0,
  "smiles": "CCOC(=O)[C@@]1(CCCCCCOc2ccc(Cl)cc2)CO1"
}